(1)
Molecular formula: C9H7N4P
Method: DFT, the ωB97M-V functional and the def2-TZVPD basis

XYZ file:
```
21
Properties=species:S:1:pos:R:3:forces:R:3
C -1.834584 4.126277 2.834292 0.1730 1.4481 -0.9913
C 1.861731 -2.541551 -2.648831 -0.0727 -0.0402 -0.0620
C 0.472465 -2.540173 -2.636423 0.1648 -0.1010 -0.0915
C 2.566179 -1.728337 -1.773069 0.0928 -0.1263 -0.0837
C -0.212373 -1.731490 -1.754020 0.1249 0.2261 0.2756
C 1.888984 -0.914406 -0.888082 -0.2941 0.0566 -0.0155
C 0.491073 -0.907362 -0.866748 0.3092 -0.5507 -0.6173
C -0.220835 -0.079101 0.070925 0.4657 1.2958 1.8622
C -2.033954 3.059092 3.656570 0.7122 -2.5269 -0.9799
N -1.680992 5.041262 2.140133 -0.0375 -0.2077 0.2171
N -1.546922 0.104587 0.014204 0.3985 -0.9433 -1.1360
N -1.966174 0.858252 0.956963 -1.4805 1.3426 1.3846
N -1.102323 1.255811 1.800648 -1.3473 0.9786 0.8421
P 0.448263 0.794544 1.489579 0.9774 -0.8312 -0.9086
H 2.387492 -3.175858 -3.347202 0.0805 -0.0473 -0.0251
H -0.072830 -3.184471 -3.312784 -0.0177 0.0072 -0.0407
H 3.647213 -1.733734 -1.779345 0.0481 0.0122 -0.0248
H -1.290860 -1.717300 -1.726113 -0.0849 -0.0213 -0.0072
H 2.440651 -0.268827 -0.215187 0.0091 0.0033 0.0106
H -1.293379 2.780444 4.381149 0.1564 0.0616 0.3042
H -2.948827 2.502341 3.603341 -0.3778 -0.0363 0.0873
```
Forces are in eV/Å.

energy above the lowest of the compared OMol25 structures with the same formula, charge and spin	327.86	kJ/mol
gap between HOMO and LUMO (spin up / spin down)	4.042 / 4.059	eV
spin multiplicity	1
lowest unoccupied orbital energy (spin up / spin down)	-3.997 / -3.992	eV
highest occupied orbital energy (spin up / spin down)	-8.0 / -8.1	eV

---

(2)
Molecular formula: C14H31N3O8P2S2Ta
Method: DFT, the ωB97M-V functional and the def2-TZVPD basis

XYZ file:
```
61
Properties=species:S:1:pos:R:3:forces:R:3
C -1.479355 -0.076301 3.868654 0.1097 0.4936 -0.2527
P -1.224207 1.520715 2.963827 0.8636 -0.1947 0.1675
O -1.110740 2.676581 4.201291 -0.2770 -0.4677 -0.0838
Ta 1.069262 1.420148 1.706617 1.1272 1.3974 -0.0412
C 3.238025 1.358625 0.993334 -0.7377 -0.9964 0.5746
C 3.859136 -0.018071 0.649873 0.5749 0.5057 0.4664
C 3.607791 -1.152020 1.628666 0.0367 -0.4265 -0.4520
C 4.552552 -2.335740 1.370978 -0.4426 0.0586 0.2474
S 6.002665 -2.319547 2.491438 0.4148 -0.2568 -0.3284
C 5.744262 -3.822788 3.351548 0.0849 1.2299 -0.6585
N 4.918785 -3.939357 4.306172 -0.8182 -0.4645 1.1591
N 4.985193 -5.280315 4.699719 -1.7489 0.8985 1.5784
C 5.829357 -5.829251 3.968331 1.2619 -0.3171 -1.3242
O 6.377605 -4.967624 3.063488 0.6219 -0.8929 -0.4053
C 0.476282 2.996479 0.143437 -0.3236 -0.3016 0.4987
C -0.916909 3.631055 0.281642 0.6490 0.3212 -1.1678
C -2.042069 2.718743 -0.198898 -0.5681 -0.0343 0.7504
S -2.750113 3.237361 -1.727692 -0.3486 0.1588 -0.8330
O -1.924744 2.947488 -2.850286 0.7218 -0.7378 -0.2988
O -3.230132 4.569789 -1.663284 -0.5758 0.7004 0.5990
O -4.073158 2.282786 -1.863571 0.7399 0.1098 0.7107
P 0.184820 -0.411872 0.026343 -1.0247 -0.7238 0.3802
N -0.774667 -1.536183 0.692836 0.4094 0.2741 -0.0846
H -2.542355 -0.278151 3.934099 -0.1703 -0.1869 0.2424
H -1.006187 -0.016256 4.845355 0.0015 -0.0041 0.1584
H -0.996625 -0.864350 3.296245 -0.0466 -0.0998 -0.1721
H -1.880923 2.536757 4.763350 -0.0269 0.2646 0.0701
H 1.528628 0.183682 3.006878 -0.1240 -0.2295 -0.2010
H 1.577473 2.772898 2.866734 -0.4400 -0.0207 -0.3700
H 3.269419 1.962454 0.083598 -0.0643 0.3061 0.0228
H 3.866785 1.822031 1.750204 0.0922 0.2142 0.0451
H 3.605965 -0.337717 -0.357457 -0.2658 -0.0701 -0.1917
H 4.946741 0.115489 0.631960 0.1863 0.0220 -0.1590
H 2.591953 -1.531380 1.540266 -0.2389 0.0703 -0.0298
H 3.695123 -0.831283 2.656321 0.0644 0.1969 0.2560
H 4.003714 -3.253711 1.538147 0.1247 -0.3053 0.1923
H 4.905213 -2.368636 0.345010 0.1577 0.1279 -0.1230
H 6.121879 -6.857023 3.986801 0.2922 -0.2141 -0.1777
H 0.603454 2.641314 -0.882019 -0.0225 -0.1034 -0.1894
H 1.199504 3.807367 0.253860 0.2745 0.0079 0.1301
H -0.943505 4.525196 -0.345434 -0.1142 0.2167 0.0210
H -1.116067 3.984642 1.283299 -0.1137 -0.1693 0.3469
H -1.763036 1.672266 -0.271411 0.1777 -0.0940 -0.1937
H -2.843642 2.764663 0.532414 -0.3392 -0.0367 -0.0451
H -3.870102 1.517715 -1.303465 -0.3323 -0.2154 -0.1245
H -0.449269 0.219764 -1.095184 0.4050 -0.2254 -0.2906
H 1.321939 -1.039043 -0.550786 0.0294 0.3781 -0.3651
H -0.323022 -2.436432 0.567769 -0.3073 -0.1803 -0.0140
C -4.092196 1.013282 -5.086463 -0.1496 0.1048 -0.4048
C -4.762043 -0.313704 -4.844166 0.2755 0.3847 -0.0234
C -3.855558 -1.385054 -4.285663 -0.0261 -0.1079 0.1832
O -4.452644 -2.587543 -4.795560 0.0237 0.0902 -0.0748
C -5.109743 -2.266763 -5.936845 0.0036 0.0619 0.0027
O -5.552284 -3.058462 -6.705293 -0.0271 -0.0377 -0.0249
O -5.189261 -0.922575 -6.080951 -0.0528 -0.1918 0.1243
H -4.810844 1.741069 -5.463960 -0.0305 0.0008 0.0762
H -3.664965 1.406464 -4.168069 0.0403 -0.0054 0.0525
H -3.307837 0.922734 -5.839051 0.0732 -0.1165 0.0932
H -5.647777 -0.182489 -4.216357 -0.0084 -0.0911 0.0103
H -3.833893 -1.403634 -3.198696 -0.0523 -0.1645 -0.0112
H -2.833687 -1.314567 -4.664371 -0.0198 0.0889 -0.0437
```
Forces are in eV/Å.

gap between HOMO and LUMO	6.147	eV
spin multiplicity	1
lowest unoccupied orbital energy	1.636	eV
highest occupied orbital energy	-4.5	eV
net charge	-1

---

(3)
Molecular formula: H4N4O2
Method: DFT, the ωB97M-V functional and the def2-TZVPD basis

XYZ file:
```
10
Properties=species:S:1:pos:R:3:forces:R:3
H -2.604765 -0.099324 0.021805 -0.1742 0.2988 0.2660
N -1.614256 -0.182732 -0.198938 -2.0402 1.3461 3.1119
N -1.586320 -0.687233 -1.301918 3.9680 -1.0538 -2.1065
O -2.390411 -1.009581 -2.129789 -0.9385 -0.0408 0.0803
O -0.273437 -0.933051 -1.661025 0.7541 -0.5349 -1.4530
H 0.492439 -0.621760 -0.993061 -2.0728 -0.0898 0.1296
H 2.368791 0.063815 -0.097566 1.5442 -0.0891 1.1575
N 1.405302 -0.021465 0.149171 -2.3539 1.0391 -0.3620
N 0.990546 0.756851 1.027175 4.7655 -0.0525 -0.9440
H 0.035886 0.829759 0.937937 -3.4523 -0.8231 0.1202
```
Forces are in eV/Å.

energy above the lowest of the compared OMol25 structures with the same formula, charge and spin	88.36	kJ/mol
gap between HOMO and LUMO	9.730	eV
spin multiplicity	1
lowest unoccupied orbital energy	-0.435	eV
highest occupied orbital energy	-10.2	eV

---

Number 1: E -907.33716 Eh. Number 2: E -2854.15433 Eh. Number 3: E -371.70290 Eh.